(1)
The following is a DFT calculation (ωB97M-V/def2-TZVPD) of C40H62BN5OPdS2Si4Te2 as an isolated structure.

Values from the calculation:
**⟨S²⟩**: 0.755
**E**: -123908.525 eV
**Net charge**: +1
**Relative energy (zero: lowest compared OMol25 entry of this formula, charge and spin)**: 20.06 kJ/mol
**2S+1**: 2
**Strongest force on any atom**: 0.468 eV/A
**Highest occupied orbital energy (alpha / beta)**: -0.3714 / -0.3707 Ha
**Kohn-Sham gap (alpha / beta)**: 7.562 / 5.713 eV

Positions of all 118 atoms, in Å:
Pd: 1.8414 -1.0043 -0.0398
C: 2.2475 -4.0597 2.5633
N: 3.5787 -3.8055 2.0447
C: 4.5399 -4.7489 1.7611
C: 5.5843 -4.0801 1.2171
N: 5.2609 -2.7463 1.1673
B: 6.1516 -1.6475 0.5302
N: 5.5285 -1.1352 -0.8388
C: 6.2226 -0.1834 -1.5471
C: 5.5542 0.0745 -2.6943
N: 4.4389 -0.7249 -2.6817
C: 3.4460 -0.8159 -3.7414
C: 4.4329 -1.4515 -1.5387
S: 3.1391 -2.5552 -1.1629
C: 4.0347 -2.5995 1.6671
S: 3.1556 -1.1154 1.8283
H: 2.1562 -5.1236 2.7659
H: 1.5047 -3.7577 1.8241
H: 2.0863 -3.4948 3.4785
H: 4.3982 -5.7919 1.9785
H: 6.5322 -4.4377 0.8592
H: 6.2501 -0.7003 1.2627
H: 7.2105 -2.1579 0.2694
H: 7.1449 0.2240 -1.1729
H: 5.7755 0.7363 -3.5123
H: 3.6108 0.0114 -4.4277
H: 2.4448 -0.7577 -3.3216
H: 3.5512 -1.7598 -4.2737
C: -2.1386 3.6538 1.4639
Si: -0.4523 4.2059 2.0779
C: -0.3171 3.8563 3.9134
C: -0.1977 6.0304 1.7323
Si: 1.2155 2.9910 0.9481
Te: 0.4265 0.6192 1.3259
Si: 1.3443 3.3294 -1.3800
C: 1.9926 5.0729 -1.6367
C: 2.4965 2.0829 -2.1674
C: -0.3619 3.1473 -2.1368
Si: 3.3685 3.0924 1.9378
C: 3.2952 2.3747 3.6686
C: 4.6107 2.1946 0.8647
C: 3.7896 4.9192 2.0117
H: -2.9264 4.1609 2.0275
H: -2.2767 2.5778 1.5988
H: -2.2824 3.8834 0.4057
H: -1.1457 4.3276 4.4478
H: 0.6134 4.2488 4.3282
H: -0.3531 2.7842 4.1198
H: -0.9462 6.6256 2.2617
H: -0.2902 6.2536 0.6674
H: 0.7870 6.3658 2.0627
H: 3.0766 5.1052 -1.5074
H: 1.5534 5.7850 -0.9356
H: 1.7670 5.4210 -2.6476
H: 3.5346 2.2471 -1.8759
H: 2.4270 2.1626 -3.2572
H: 2.2156 1.0664 -1.8892
H: -1.1034 3.7950 -1.6649
H: -0.7090 2.1155 -2.0462
H: -0.3233 3.4005 -3.2004
H: 3.4973 1.3036 3.6389
H: 2.3264 2.5244 4.1475
H: 4.0568 2.8408 4.2990
H: 4.1990 1.2868 0.4199
H: 5.4690 1.8872 1.4674
H: 4.9749 2.8421 0.0628
H: 3.1148 5.4634 2.6756
H: 3.7486 5.3875 1.0269
H: 4.8048 5.0432 2.3985
C: -7.1754 1.7588 1.7526
C: -5.9900 0.8694 1.5079
C: -5.7658 -0.2603 2.2839
C: -4.6838 -1.1021 2.0609
C: -4.5161 -2.3113 2.9479
C: -3.8085 -0.7930 1.0073
Te: -2.2645 -2.2529 0.8343
N: -0.8389 -1.8934 -0.3949
C: -0.5705 -1.3895 -1.5919
O: 0.5663 -0.8732 -1.7735
C: -1.4648 -1.4144 -2.7838
C: -2.4034 -2.4212 -2.9674
C: -3.2571 -2.3875 -4.0603
C: -3.1724 -1.3461 -4.9743
C: -2.2062 -0.3598 -4.8155
C: -1.3434 -0.4029 -3.7334
C: -3.4733 -3.7356 -0.0860
C: -4.7715 -3.4579 -0.4921
C: -5.5188 -4.4434 -1.1196
C: -4.9589 -5.6934 -1.3367
C: -3.6610 -5.9605 -0.9249
C: -2.8916 -4.9908 -0.2893
C: -1.4808 -5.3011 0.1432
C: -3.9893 0.3496 0.2235
C: -3.0707 0.7572 -0.8894
C: -5.0883 1.1575 0.4936
H: -7.6475 1.5383 2.7083
H: -7.9227 1.6225 0.9690
H: -6.8828 2.8088 1.7463
H: -6.4480 -0.4945 3.0929
H: -5.2905 -2.3222 3.7117
H: -3.5535 -2.3126 3.4648
H: -4.6055 -3.2450 2.3858
H: -2.4507 -3.2450 -2.2721
H: -3.9824 -3.1784 -4.2008
H: -3.8428 -1.3141 -5.8231
H: -2.1244 0.4398 -5.5402
H: -0.5774 0.3496 -3.6055
H: -5.2025 -2.4768 -0.3311
H: -6.5302 -4.2314 -1.4397
H: -5.5339 -6.4663 -1.8295
H: -3.2317 -6.9390 -1.1011
H: -1.1660 -6.2701 -0.2394
H: -1.4042 -5.3350 1.2335
H: -0.7718 -4.5563 -0.2274
H: -2.0373 0.4924 -0.6749
H: -3.1139 1.8360 -1.0344
H: -3.3557 0.2806 -1.8288
H: -5.2297 2.0505 -0.1059

Cartesian forces, eV/Å:
Pd -0.013 -0.055 -0.159
C 0.005 -0.016 -0.010
N -0.040 0.012 0.028
C 0.010 0.011 -0.024
C -0.038 -0.017 -0.005
N 0.053 -0.063 -0.007
B 0.009 0.015 -0.014
N -0.031 -0.061 -0.027
C 0.031 0.030 0.007
C 0.016 -0.028 -0.007
N -0.024 -0.023 -0.002
C 0.003 -0.010 -0.012
C 0.009 0.060 -0.026
S 0.178 -0.228 -0.222
C 0.017 0.023 -0.002
S 0.049 0.096 0.119
H 0.003 0.002 0.006
H -0.006 -0.001 -0.003
H -0.003 0.000 -0.003
H 0.002 0.000 0.003
H 0.006 0.005 0.007
H -0.018 0.017 0.007
H 0.015 0.021 0.007
H -0.003 -0.004 0.006
H -0.005 0.000 0.002
H -0.005 -0.011 0.007
H 0.001 -0.007 0.001
H 0.003 0.005 -0.008
C -0.022 -0.014 -0.003
Si 0.063 0.029 -0.059
C 0.000 0.010 -0.001
C -0.055 0.010 0.024
Si 0.087 -0.105 -0.024
Te -0.293 0.290 0.222
Si -0.024 0.014 0.029
C 0.003 0.005 0.022
C -0.036 0.061 -0.057
C -0.009 -0.013 -0.005
Si -0.068 0.045 0.028
C 0.023 -0.010 -0.025
C 0.026 -0.013 -0.049
C -0.010 -0.002 0.036
H -0.001 0.006 -0.004
H -0.008 -0.005 0.003
H 0.018 0.003 0.013
H 0.003 0.000 0.005
H -0.002 0.001 -0.006
H -0.008 -0.002 0.003
H 0.005 0.004 -0.003
H -0.005 -0.006 0.001
H 0.012 0.000 -0.008
H -0.001 0.004 0.017
H -0.016 0.006 -0.017
H 0.020 -0.017 -0.010
H 0.007 -0.008 0.018
H 0.019 0.015 0.015
H -0.018 -0.040 0.028
H 0.030 0.021 -0.003
H -0.005 -0.004 -0.001
H -0.021 -0.018 0.005
H -0.023 -0.072 0.006
H 0.014 0.029 -0.010
H 0.014 -0.014 -0.013
H -0.005 -0.003 0.015
H 0.022 0.021 0.007
H -0.025 -0.006 0.005
H -0.004 0.002 0.004
H -0.006 0.007 -0.014
H -0.001 0.005 -0.001
C 0.003 -0.002 0.006
C -0.018 -0.008 0.015
C -0.005 0.009 0.006
C -0.004 0.021 -0.010
C -0.018 0.003 0.004
C 0.020 -0.025 -0.087
Te -0.244 -0.163 -0.001
N 0.234 0.131 0.132
C -0.044 -0.083 -0.180
O 0.138 0.056 0.184
C -0.033 0.003 0.065
C -0.034 0.044 0.006
C 0.006 0.018 -0.043
C 0.015 -0.047 0.014
C 0.013 0.000 -0.011
C -0.041 0.024 -0.023
C -0.028 0.025 -0.014
C 0.001 0.025 -0.014
C -0.006 -0.009 0.009
C 0.006 0.010 0.001
C -0.011 0.019 -0.011
C 0.045 -0.009 0.016
C -0.029 -0.006 -0.027
C 0.008 -0.011 0.032
C -0.007 -0.018 -0.029
C 0.040 0.008 0.036
H 0.000 0.001 0.001
H -0.001 0.002 0.000
H -0.004 0.001 -0.001
H -0.001 0.003 0.000
H 0.000 -0.007 0.003
H -0.001 0.004 0.003
H 0.005 0.000 0.015
H -0.027 -0.012 0.027
H 0.000 -0.001 0.002
H -0.008 0.002 0.006
H 0.002 -0.004 0.001
H -0.005 0.026 0.015
H 0.024 -0.006 -0.006
H 0.002 -0.002 -0.002
H 0.000 -0.001 -0.001
H -0.002 -0.002 0.002
H -0.015 -0.011 0.015
H 0.017 0.014 -0.001
H 0.004 0.000 0.009
H 0.069 0.013 -0.005
H -0.008 -0.013 -0.015
H 0.018 -0.028 -0.012
H 0.000 -0.003 0.003

Mulliken population analysis, charges in e, atoms 1 to 99:
1 Pd 1.6696
2 C -0.8335
3 N 0.3608
4 C -0.4904
5 C -0.4708
6 N 0.1079
7 B 0.1702
8 N 0.3822
9 C -0.9071
10 C -0.3837
11 N 0.3463
12 C -0.7001
13 C 0.0915
14 S -0.6654
15 C -0.8948
16 S -0.2856
17 H 0.3377
18 H 0.2561
19 H 0.3039
20 H 0.4460
21 H 0.4987
22 H -0.1060
23 H -0.1737
24 H 0.5400
25 H 0.4975
26 H 0.3113
27 H 0.1184
28 H 0.3066
29 C -0.6815
30 Si 0.5559
31 C -1.1145
32 C -1.0368
33 Si -0.0506
34 Te -0.9479
35 Si 0.2486
36 C -1.1900
37 C -0.5938
38 C -0.4059
39 Si 0.4159
40 C -0.9470
41 C -0.3825
42 C -1.1005
43 H 0.4992
44 H -0.0535
45 H 0.2145
46 H 0.4180
47 H 0.2985
48 H 0.3154
49 H 0.3985
50 H 0.2838
51 H 0.2810
52 H 0.3121
53 H 0.2938
54 H 0.3976
55 H 0.2570
56 H 0.5514
57 H -0.0730
58 H 0.3136
59 H -0.4620
60 H 0.5064
61 H 0.2326
62 H 0.2353
63 H 0.3967
64 H -0.3671
65 H 0.3790
66 H 0.4542
67 H 0.2490
68 H 0.2778
69 H 0.4102
70 C -1.6344
71 C 0.3622
72 C -0.9756
73 C 1.0375
74 C -1.7914
75 C 0.2135
76 Te 1.1983
77 N -0.7224
78 C 0.4813
79 O -0.0750
80 C -0.0067
81 C -0.0062
82 C -0.8192
83 C -0.5452
84 C -0.7582
85 C -0.3906
86 C 0.5945
87 C -0.3340
88 C -0.8982
89 C -0.7354
90 C -0.7364
91 C 0.8730
92 C -1.6804
93 C 0.5496
94 C -0.1937
95 C -0.8191
96 H 0.3675
97 H 0.3278
98 H 0.3806
99 H 0.3505


(2)
The following is a DFT calculation (ωB97M-V/def2-TZVPD) of C50H38O6P2STi as an isolated structure in a non-equilibrium geometry.

Values from the calculation:
**E**: -117264.142 eV
**Net charge**: +2
**Relative energy (zero: lowest compared OMol25 entry of this formula, charge and spin)**: 414.93 kJ/mol
**2S+1**: 1
**Strongest force on any atom**: 5.845 eV/A
**Highest occupied orbital energy**: -0.4428 Ha
**Kohn-Sham gap**: 4.434 eV

Positions of all 98 atoms, in Å:
Ti: 16.6860 -6.0176 13.6831
O: 18.1255 -3.8636 10.6536
C: 17.4434 -4.5426 11.3933
O: 17.6859 -4.6364 12.7781
C: 16.2971 -5.4217 11.0318
O: 15.7583 -5.4206 9.9291
O: 15.6002 -6.0236 12.0821
O: 12.1267 -5.4526 15.7477
C: 12.6933 -5.7822 16.9769
C: 12.0120 -5.5162 18.1675
C: 12.4527 -6.0260 19.3607
C: 13.5875 -6.8460 19.3771
C: 14.2320 -7.1425 18.1910
C: 13.8205 -6.6530 16.9239
P: 14.7647 -7.0996 15.4129
C: 14.8214 -8.9492 15.2624
C: 14.6972 -9.5010 13.9525
C: 14.7160 -10.8538 13.7321
C: 14.8501 -11.7470 14.8409
C: 14.9808 -11.2087 16.1073
C: 14.8571 -9.8461 16.3384
C: 16.4065 -6.5165 15.9570
C: 16.6810 -5.1273 15.9566
C: 17.6340 -4.6006 16.8688
C: 18.2896 -5.4286 17.7633
C: 18.0974 -6.8309 17.6867
C: 17.2401 -7.4005 16.7529
C: 11.5256 -4.1993 15.5196
C: 10.4572 -3.6937 16.2828
C: 10.1835 -2.3465 16.2678
C: 10.7844 -1.5438 15.2874
C: 11.6411 -2.1502 14.3433
C: 12.0299 -3.4529 14.4360
P: 13.3113 -4.3114 13.3867
C: 14.0027 -2.9843 12.3235
C: 14.3377 -1.7562 12.9225
C: 14.6981 -0.6654 12.1325
C: 14.7626 -0.7803 10.7654
C: 14.4115 -1.9955 10.1973
C: 14.0985 -3.1058 10.9433
C: 12.2065 -5.2523 12.3171
C: 11.4220 -4.5496 11.3704
C: 10.4881 -5.2707 10.6214
C: 10.2365 -6.6385 10.8603
C: 11.0075 -7.2688 11.8114
C: 12.0211 -6.6294 12.5236
H: 11.1091 -4.8681 18.1819
H: 11.9135 -5.7934 20.2949
H: 14.0052 -7.3751 20.2437
H: 15.1565 -7.7077 18.2353
H: 14.6196 -8.8356 13.0791
H: 14.6529 -11.2484 12.7153
H: 14.7996 -12.8384 14.7160
H: 15.1643 -11.8731 16.9428
H: 14.8428 -9.5262 17.3851
H: 15.9836 -4.4404 15.4453
H: 17.8176 -3.5413 16.8369
H: 19.0515 -4.9747 18.4471
H: 18.6531 -7.5151 18.3289
H: 17.1822 -8.4956 16.6785
H: 9.8113 -4.3738 16.8304
H: 9.4855 -1.8645 16.9607
H: 10.5193 -0.4908 15.2444
H: 11.9375 -1.5437 13.4753
H: 14.2370 -1.6398 14.0060
H: 14.9726 0.2958 12.6271
H: 15.1156 -0.0178 10.0900
H: 14.4610 -2.1124 9.1114
H: 13.9088 -4.0554 10.4400
H: 11.5271 -3.4636 11.1909
H: 9.9860 -4.7359 9.8011
H: 9.4803 -7.1411 10.2405
H: 10.8481 -8.3383 11.9920
H: 12.5798 -7.1440 13.3392
O: 17.8196 -7.4238 13.2985
S: 19.4564 -7.5151 12.9816
C: 19.7193 -8.4239 11.4599
C: 18.6419 -8.7049 10.6030
C: 18.8847 -9.2541 9.3236
C: 20.1758 -9.6682 9.0204
C: 21.2302 -9.3743 9.8794
C: 21.0401 -8.7646 11.1237
C: 19.8840 -8.7145 14.1762
C: 18.9573 -9.7090 14.4115
C: 19.1759 -10.6664 15.4218
C: 20.3273 -10.5542 16.2164
C: 21.3038 -9.6166 15.8558
C: 21.0830 -8.6506 14.8975
H: 17.6428 -8.4766 10.9635
H: 18.0400 -9.4307 8.6429
H: 20.4034 -10.2035 8.0726
H: 22.2184 -9.7269 9.6250
H: 21.9078 -8.6322 11.7780
H: 18.1216 -9.7906 13.7224
H: 18.4085 -11.4295 15.6053
H: 20.4773 -11.2103 17.0503
H: 22.2254 -9.5695 16.4565
H: 21.7561 -7.8104 14.7892

Cartesian forces, eV/Å:
Ti -0.821 1.289 -3.148
O -2.048 -1.904 1.859
C 3.198 2.019 0.000
O -1.558 -1.682 0.306
C -4.934 -0.364 -3.112
O 2.344 -0.295 2.534
O 2.961 0.338 1.301
O -0.026 0.156 0.196
C -0.663 -0.913 -1.516
C -0.553 0.958 -0.090
C 0.453 -0.384 1.039
C 0.258 -0.687 -0.107
C 0.433 0.433 -0.837
C -0.738 0.839 1.137
P -0.536 -0.375 -0.721
C -0.512 -0.062 -0.225
C 0.528 1.365 0.138
C 0.123 -1.586 0.806
C -0.145 0.598 -1.137
C -0.239 -0.403 0.089
C 0.601 0.453 0.202
C 1.301 -1.221 1.645
C -0.153 -0.373 1.230
C -0.441 -0.309 -0.923
C 0.696 -0.112 0.001
C 0.253 -0.038 -0.330
C -0.108 1.245 -0.258
C -0.130 0.428 -0.029
C 0.440 -1.174 0.042
C -0.016 1.309 -0.842
C 0.162 -0.862 0.078
C -1.168 2.181 -0.498
C 1.005 -1.403 0.946
P 0.678 0.415 0.690
C -0.527 0.364 0.695
C -0.195 -0.159 -0.187
C 0.669 1.015 1.319
C -0.186 -0.643 -0.533
C 0.699 -0.124 -1.237
C -0.312 -0.336 0.081
C -0.422 0.153 -0.418
C -0.213 -0.848 -0.082
C -0.039 0.288 -0.299
C 0.239 1.342 -0.693
C 0.161 -1.529 0.358
C -0.155 0.845 0.354
H 1.013 -0.726 -0.197
H 0.339 -0.187 -0.630
H -0.537 0.692 -0.028
H -0.157 -0.102 0.120
H -0.028 -0.163 0.467
H -0.135 0.139 0.368
H 0.254 0.628 -0.100
H -0.294 0.026 0.072
H 0.083 0.063 -0.542
H 0.177 -0.058 0.045
H 0.102 0.215 0.156
H -0.962 -0.634 -0.516
H -0.044 0.367 -0.021
H -0.284 0.622 -0.039
H 0.379 0.118 0.278
H 0.081 -0.530 -0.302
H 0.214 -0.182 -0.185
H 0.050 -0.301 0.538
H 0.151 0.021 -0.381
H -0.279 -0.883 -0.442
H -0.138 0.429 0.250
H 0.008 0.109 0.311
H -0.164 0.368 0.200
H 0.058 -0.836 0.222
H -0.034 -0.384 0.548
H 0.457 0.057 0.554
H -0.001 0.392 -0.015
H -0.434 0.348 -0.894
O 1.891 -0.094 -0.741
S -0.983 0.251 0.413
C -0.735 -0.435 -0.840
C 0.500 0.395 -0.140
C -0.462 -0.269 0.988
C 0.149 0.150 -0.878
C -0.067 -0.374 0.703
C -0.202 0.005 -0.263
C 0.435 -0.290 0.879
C -0.013 -1.369 -0.026
C -0.224 0.800 -0.015
C -0.286 0.244 -1.420
C 0.442 -0.103 1.403
C -0.676 0.455 -0.297
H -0.004 0.058 -0.361
H 0.504 0.049 0.391
H -0.314 0.562 0.785
H 0.118 0.129 -0.028
H -0.459 0.172 -0.153
H -0.179 -0.105 0.389
H 0.451 0.324 -0.060
H 0.164 -0.267 0.196
H -0.481 -0.004 -0.402
H 0.191 -0.142 -0.188

List of Mulliken charges in e, atom by atom:
1 Ti 0.0397
2 O -0.4815
3 C 0.4190
4 O -0.3882
5 C 0.9016
6 O -0.5273
7 O -0.2330
8 O -0.2537
9 C 1.0581
10 C -0.5804
11 C -0.7887
12 C -1.2678
13 C -0.8133
14 C 0.7410
15 P 0.8526
16 C 0.7399
17 C -0.3584
18 C -0.6255
19 C -0.7037
20 C -0.7137
21 C -0.1942
22 C 0.6988
23 C 0.6789
24 C -0.6513
25 C -0.9380
26 C -0.7237
27 C -0.9208
28 C -0.2127
29 C -0.7515
30 C -0.6277
31 C -0.8335
32 C -0.3626
33 C 0.6377
34 P 0.8874
35 C 1.3351
36 C -1.0885
37 C -0.8668
38 C -0.7078
39 C -0.9238
40 C -0.8130
41 C 0.6309
42 C -0.5107
43 C -0.6882
44 C -0.8452
45 C -0.5300
46 C -0.0613
47 H 0.2564
48 H 0.4173
49 H 0.4306
50 H 0.1407
51 H 0.3724
52 H 0.4812
53 H 0.4099
54 H 0.4889
55 H 0.2903
56 H 0.2238
57 H 0.5965
58 H 0.3776
59 H 0.5718
60 H 0.5499
61 H 0.7562
62 H 0.4119
63 H 0.4522
64 H 0.5120
65 H 0.5944
66 H 0.3917
67 H 0.4422
68 H 0.4077
69 H 0.7734
70 H 0.3719
71 H 0.3934
72 H 0.3864
73 H 0.4277
74 H 0.3474
75 O 0.3622
76 S 0.1637
77 C 1.0026
78 C -0.1627
79 C -0.8955
80 C -0.4136
81 C -0.5881
82 C -0.5915
83 C 0.8425
84 C -0.5184
85 C -0.5957
86 C -0.5953
87 C -0.6646
88 C -0.3256
89 H 0.3558
90 H 0.4211
91 H 0.3778
92 H 0.3995
93 H 0.3659
94 H 0.2809
95 H 0.4706
96 H 0.5010
97 H 0.3540
98 H 0.5434